1.
Molecular formula: C3H10NS
Method: DFT, ωB97M-V with the def2-TZVPD basis set

Last column: natural (NBO) charge in e.
Atoms and positions in Å:
C -0.76 -0.77 2.81  -0.7413
S 0.66 -1.23 1.76  -0.6907
H -1.19 -1.67 3.31  0.1708
H -0.46 0.00 3.55  0.1840
H -1.52 -0.58 2.10  0.1897
C -0.72 -0.23 -1.42  -0.4237
N 0.20 0.67 -0.68  -0.7042
C 1.33 1.09 -1.56  -0.4137
H -1.86 0.17 -1.21  0.1423
H -0.63 -0.12 -2.45  0.1684
H -0.56 -1.15 -0.93  0.2206
H 0.46 0.14 0.19  0.4083
H 2.19 0.38 -1.78  0.1433
H 1.87 1.92 -1.14  0.1807
H 0.99 1.41 -2.54  0.1656

Results
Kohn-Sham gap	6.6073	eV
LUMO energy	4.1	eV
multiplicity	1
energy above the lowest of the compared OMol25 structures with the same formula, charge and spin	44.2	kcal/mol
max |F|	5.05	eV Å⁻¹
E	-573.2117	Ha
M	92.19	g mol⁻¹
charge	-1

---

2.
Molecular formula: C28H82N14O10
Method: DFT, ωB97M-V with the def2-TZVPD basis set

Last column: Löwdin charge in e.
Atoms and positions in Å:
C 12.88 -8.23 -22.60  -0.0847
O 13.65 -8.83 -21.52  -0.2116
C 13.94 -10.22 -21.66  -0.1868
C 15.48 -10.44 -21.42  -0.3912
C 16.45 -9.79 -22.40  -0.0795
N 15.73 -11.95 -21.54  0.0202
H 13.43 -8.24 -23.55  0.0791
H 12.48 -7.24 -22.42  0.0841
H 12.07 -8.94 -22.73  0.0771
H 13.36 -10.73 -20.90  0.1185
H 13.72 -10.61 -22.66  0.1199
H 15.75 -10.06 -20.43  0.1261
H 16.44 -10.23 -23.39  0.0752
H 17.49 -9.97 -22.12  0.0705
H 16.26 -8.72 -22.49  0.0747
H 16.69 -12.07 -21.27  0.0547
H 15.23 -12.40 -20.79  0.0536
C 4.14 -2.10 -17.92  -0.1469
O 5.35 -2.14 -18.61  -0.1615
C 5.54 -1.00 -19.42  -0.1872
C 4.93 -1.20 -20.87  -0.4260
C 5.99 -1.59 -21.94  -0.0545
N 4.34 0.04 -21.27  0.0019
H 3.95 -1.22 -17.32  0.0871
H 4.17 -2.84 -17.12  0.0806
H 3.22 -2.43 -18.40  0.0851
H 5.22 -0.07 -18.96  0.1113
H 6.60 -0.73 -19.39  0.1191
H 4.09 -1.89 -20.81  0.1298
H 6.76 -0.85 -21.69  0.0734
H 5.57 -1.50 -22.94  0.0742
H 6.27 -2.60 -21.65  0.0776
H 3.97 0.08 -22.21  0.0696
H 5.13 0.67 -21.30  0.0673
C 5.79 -10.10 -23.18  -0.1410
O 6.01 -11.24 -23.96  -0.1933
C 5.35 -11.51 -25.25  -0.1225
C 6.28 -12.55 -25.98  -0.3940
C 7.34 -12.02 -27.05  -0.0568
N 5.37 -13.51 -26.64  0.0084
H 5.07 -10.09 -22.36  0.0759
H 5.49 -9.22 -23.74  0.0768
H 6.71 -9.72 -22.73  0.0793
H 4.36 -11.95 -25.13  0.1108
H 5.33 -10.65 -25.92  0.1170
H 6.89 -13.02 -25.21  0.1202
H 8.05 -11.43 -26.46  0.0661
H 7.00 -11.38 -27.86  0.0665
H 7.96 -12.79 -27.49  0.0633
H 4.85 -13.94 -25.88  0.0604
H 5.91 -14.29 -26.99  0.0627
C 6.32 -10.14 -14.61  -0.0945
O 6.79 -9.72 -13.33  -0.1897
C 7.20 -8.39 -13.25  -0.2207
C 8.72 -8.10 -13.46  -0.4022
C 9.05 -7.11 -14.61  -0.0738
N 9.48 -9.38 -13.65  0.0470
H 5.36 -9.66 -14.79  0.0909
H 6.29 -11.23 -14.54  0.0914
H 6.97 -10.00 -15.48  0.0807
H 6.63 -7.63 -13.78  0.1192
H 7.05 -8.09 -12.22  0.1167
H 9.15 -7.57 -12.61  0.1187
H 10.13 -6.94 -14.70  0.0701
H 8.60 -6.13 -14.49  0.0744
H 8.85 -7.59 -15.57  0.0689
H 8.92 -9.70 -14.42  0.0382
H 9.19 -9.99 -12.90  0.0646
C 4.97 3.02 -11.16  -0.0982
O 5.74 1.85 -11.27  -0.2056
C 5.52 0.79 -10.42  -0.2299
C 6.83 0.03 -10.32  -0.4882
C 6.64 -1.21 -9.41  -0.0528
N 7.95 0.78 -9.92  0.0573
H 4.09 2.73 -11.74  0.0883
H 5.46 3.95 -11.43  0.0910
H 4.58 3.18 -10.15  0.0795
H 5.30 1.12 -9.40  0.1269
H 4.65 0.25 -10.81  0.1314
H 7.04 -0.38 -11.30  0.1366
H 7.47 -1.85 -9.69  0.0766
H 5.63 -1.62 -9.40  0.0755
H 6.88 -0.97 -8.38  0.0672
H 7.80 1.06 -8.96  0.0750
H 7.77 1.66 -10.39  0.0695
C 7.08 -4.79 -29.89  -0.0838
O 5.70 -4.40 -29.84  -0.1912
C 5.16 -3.87 -31.02  -0.2383
C 3.76 -3.25 -30.86  -0.4720
C 3.18 -2.67 -32.18  -0.0526
N 3.69 -2.26 -29.87  0.0419
H 7.59 -3.83 -29.94  0.0845
H 7.45 -5.38 -30.72  0.0839
H 7.31 -5.29 -28.94  0.0885
H 5.71 -3.11 -31.57  0.1242
H 5.12 -4.71 -31.71  0.1225
H 3.15 -4.10 -30.56  0.1356
H 3.45 -3.32 -33.02  0.0709
H 3.52 -1.67 -32.43  0.0693
H 2.10 -2.54 -32.07  0.0735
H 4.27 -2.70 -29.17  0.0666
H 4.26 -1.47 -30.15  0.0765
N 9.48 5.97 -24.60  0.1483
C 10.70 5.57 -24.27  -0.7841
N 11.62 6.06 -24.97  0.1747
O 10.83 4.79 -23.31  -0.0068
H 8.74 5.61 -24.01  0.1195
H 9.38 6.63 -25.36  0.1016
H 12.59 5.76 -24.95  0.1323
H 11.35 6.47 -25.85  0.1146
N -2.35 0.47 -27.77  0.1331
C -2.67 1.33 -26.80  -0.7830
N -3.95 1.37 -26.60  0.1605
O -1.81 2.06 -26.36  0.0427
H -1.38 0.22 -27.71  0.1124
H -2.98 0.16 -28.50  0.1026
H -4.56 0.88 -27.25  0.1116
H -4.27 1.92 -25.81  0.1199
N 1.42 6.15 -17.37  0.1605
C 2.00 5.50 -18.29  -0.8496
N 1.87 4.21 -18.03  0.1503
O 2.68 5.96 -19.13  0.0764
H 1.42 7.12 -17.66  0.1294
H 0.70 5.73 -16.81  0.1166
H 1.38 3.86 -17.22  0.1015
H 2.07 3.53 -18.75  0.1142
N -1.85 -0.34 -21.06  0.1453
C -2.77 -1.28 -20.87  -0.8865
N -3.90 -0.71 -20.99  0.1583
O -2.57 -2.38 -20.65  0.1250
H -0.95 -0.60 -20.68  0.1161
H -2.09 0.55 -21.48  0.1041
H -3.88 0.30 -21.07  0.1098
H -4.65 -1.28 -20.62  0.1278

Results
Kohn-Sham gap	9.3237	eV
LUMO energy	0.3	eV
multiplicity	1
energy above the lowest of the compared OMol25 structures with the same formula, charge and spin	199.1	kcal/mol
max |F|	8.09	eV Å⁻¹
E	-2634.7588	Ha
M	775.05	g mol⁻¹
structure (SMILES)	COC[C@H](C)N.COC[C@H](C)N.COC[C@H](C)N.COC[C@H](C)N.COC[C@H](C)N.COC[C@H](C)N.NC(N)=O.NC(N)=O.NC(N)=O.NC(N)=O

---

3.
Molecular formula: C20H23AsCl5F6MgN8O5
Method: DFT, ωB97M-V with the def2-TZVPD basis set

Last column: natural (NBO) charge in e.
Atoms and positions in Å:
Mg 0.09 0.45 0.98  1.8203
Cl -3.44 0.91 1.89  0.0765
C -4.04 0.58 0.31  -0.2389
C -3.40 1.09 -0.79  0.3254
C -3.71 0.83 -2.09  -0.2036
Cl -2.76 1.49 -3.36  0.0699
C -4.81 0.00 -2.32  -0.0716
Cl -5.28 -0.37 -3.93  0.0745
C -5.52 -0.53 -1.23  -0.0949
Cl -6.87 -1.56 -1.52  0.0670
C -5.13 -0.25 0.08  -0.0870
Cl -5.97 -0.96 1.41  0.0557
C 3.94 1.66 1.48  -0.6646
C 2.84 2.39 0.80  0.4248
N 1.65 1.91 0.51  -0.6135
C 0.95 2.94 -0.09  -0.0090
C 1.74 4.05 -0.17  0.0051
N 2.93 3.68 0.40  -0.4791
C 1.60 5.43 -0.70  0.7776
O 0.47 5.74 -1.29  -0.6619
O 2.54 6.19 -0.59  -0.6031
C -0.46 2.73 -0.53  0.7873
O -1.05 3.64 -1.12  -0.6634
O -0.94 1.57 -0.28  -0.8780
H 3.61 0.64 1.68  0.2458
H 4.19 2.13 2.43  0.2526
H 4.83 1.63 0.85  0.2288
H 3.71 4.31 0.50  0.4489
H -0.15 4.94 -1.30  0.5135
C 0.36 -2.96 3.34  -0.4127
N -0.95 -3.13 2.71  -0.5956
C -1.45 -2.23 1.85  0.8239
N -2.69 -2.46 1.34  -0.8120
O -0.77 -1.26 1.48  -0.8409
H 0.52 -3.81 4.00  0.2118
H 0.39 -2.04 3.91  0.2379
H 1.14 -2.95 2.59  0.2021
H -1.53 -3.89 3.01  0.3995
H -3.32 -3.09 1.81  0.3994
H -3.11 -1.66 0.89  0.4149
C -0.40 -1.25 -1.61  -0.0916
N -0.08 -2.06 -2.78  -0.4627
C 0.75 -1.25 -3.68  -0.0798
N 1.98 -0.81 -3.03  -0.4640
C 1.64 -0.03 -1.86  -0.0727
N 0.83 -0.80 -0.89  -0.5715
C 1.60 -2.01 -0.52  -0.0746
N 1.95 -2.82 -1.68  -0.4658
C 0.71 -3.21 -2.35  -0.0783
C 2.72 -1.99 -2.60  -0.0788
H -1.00 -1.84 -0.92  0.2052
H -0.95 -0.36 -1.91  0.2238
H 0.18 -0.37 -3.99  0.2072
H 1.00 -1.84 -4.56  0.2005
H 1.08 0.86 -2.15  0.2125
H 2.56 0.29 -1.35  0.2019
H 1.00 -2.60 0.17  0.2007
H 2.51 -1.69 -0.01  0.1983
H 0.11 -3.82 -1.67  0.1968
H 0.95 -3.82 -3.23  0.2018
H 2.98 -2.59 -3.48  0.2021
H 3.65 -1.68 -2.11  0.1973
F -0.32 1.78 2.56  -0.6763
As 0.59 1.16 3.99  2.8436
F 1.31 0.07 2.73  -0.6877
F -0.68 0.01 4.15  -0.6197
F 1.52 0.38 5.19  -0.6001
F -0.19 2.26 5.03  -0.5911
F 1.84 2.29 3.63  -0.6104

Results
<S²>	0.761
Kohn-Sham gap (alpha / beta)	9.2480 / 8.1428	eV
LUMO energy (alpha / beta)	-0.1 / -1.2	eV
multiplicity	2
energy above the lowest of the compared OMol25 structures with the same formula, charge and spin	10.7	kcal/mol
max |F|	0.55	eV Å⁻¹
E	-6926.5721	Ha
M	845.94	g mol⁻¹

---

4.
Molecular formula: C4H8O2
Method: DFT, ωB97M-V with the def2-TZVPD basis set

Last column: natural (NBO) charge in e.
Atoms and positions in Å:
O 0.14 -0.89 0.96  -0.5944
C -1.33 -1.50 1.06  -0.5740
C -0.74 0.37 0.20  -0.0646
C 0.09 0.71 -0.99  -0.0071
C 1.51 1.00 -1.01  -0.1080
O 1.03 -0.27 -1.44  -0.4943
H 0.54 -1.31 0.17  0.5157
H -0.90 -2.49 1.25  0.1341
H -1.71 -1.10 2.02  0.1396
H -1.78 0.33 -0.14  0.2567
H -0.65 1.10 0.99  0.2122
H -0.45 1.13 -1.82  0.1983
H 1.98 0.96 -0.05  0.1867
H 2.01 1.56 -1.80  0.1990

Results
Kohn-Sham gap	7.4131	eV
LUMO energy	0.6	eV
multiplicity	1
energy above the lowest of the compared OMol25 structures with the same formula, charge and spin	185.0	kcal/mol
max |F|	3.45	eV Å⁻¹
E	-307.4176	Ha
M	88.11	g mol⁻¹

---

5.
Molecular formula: C33H40IN4OPTi
Method: DFT, ωB97M-V with the def2-TZVPD basis set

Last column: Löwdin charge in e.
Atoms and positions in Å:
Ti -0.02 0.59 -1.44  1.0324
C 0.08 0.47 -4.53  -0.1731
C 1.31 1.38 -4.33  -0.1575
N 1.77 1.44 -2.93  -0.0769
C 3.08 0.85 -2.64  -0.1621
C 3.02 -0.07 -1.42  -0.1621
N 1.75 -0.82 -1.36  -0.1224
C 1.65 -1.98 -2.26  -0.1552
C 1.18 -1.56 -3.64  -0.1619
N 0.06 -0.61 -3.53  -0.0997
H -0.84 1.06 -4.38  0.0462
H 0.07 0.10 -5.55  0.1291
H 2.13 1.04 -4.96  0.1104
H 1.04 2.37 -4.68  0.1276
H 1.72 2.39 -2.59  0.1041
H 3.43 0.29 -3.51  0.1074
H 3.83 1.62 -2.45  0.1284
H 3.88 -0.76 -1.43  0.1272
H 3.08 0.52 -0.51  0.1110
H 1.69 -1.18 -0.41  0.0552
H 2.60 -2.52 -2.32  0.1285
H 0.91 -2.66 -1.82  0.1181
H 1.99 -1.09 -4.19  0.1042
H 0.89 -2.45 -4.21  0.1316
H -0.82 -1.10 -3.60  0.1174
C 3.23 -4.09 1.62  -0.0824
C 3.54 -2.83 2.11  -0.0718
C 2.57 -1.83 2.11  -0.0750
C 1.29 -2.07 1.61  -0.4004
C 1.00 -3.34 1.11  -0.1282
C 1.96 -4.35 1.12  -0.0786
P -0.08 -0.82 1.53  1.1286
C -0.71 -0.94 3.26  -0.3527
C -1.44 0.13 3.78  -0.1008
C -2.04 0.04 5.02  -0.0767
C -1.95 -1.14 5.76  -0.0864
C -1.25 -2.22 5.24  -0.0817
C -0.64 -2.12 4.00  -0.0836
C 0.80 0.79 1.54  -0.4034
C 1.45 1.32 2.66  -0.1055
C 2.08 2.55 2.58  -0.0704
C 2.05 3.26 1.38  -0.0713
C 1.39 2.72 0.28  -0.1175
C 0.75 1.47 0.30  -0.2503
H 3.98 -4.87 1.62  0.1047
H 4.53 -2.62 2.49  0.1057
H 2.82 -0.84 2.49  0.0957
H 0.01 -3.53 0.72  0.1034
H 1.72 -5.33 0.74  0.1059
H -1.54 1.04 3.20  0.1103
H -2.60 0.88 5.41  0.1061
H -2.42 -1.21 6.73  0.1025
H -1.17 -3.14 5.81  0.1029
H -0.09 -2.97 3.61  0.0952
H 1.44 0.79 3.60  0.1099
H 2.58 2.97 3.44  0.1060
H 2.51 4.23 1.31  0.1070
H 1.36 3.33 -0.63  0.0943
C -1.95 -0.44 -1.36  -0.2041
C -2.97 -0.37 -0.29  -0.3202
C -3.73 0.79 -0.10  -0.0564
C -4.66 0.90 0.93  -0.0804
C -4.86 -0.16 1.81  -0.1040
C -4.14 -1.33 1.62  -0.0997
C -3.22 -1.43 0.59  -0.1019
H -2.36 0.01 -2.28  0.0364
H -1.72 -1.49 -1.58  0.0511
H -3.63 1.61 -0.81  0.0749
H -5.24 1.81 1.04  0.1034
H -5.57 -0.07 2.62  0.0966
H -4.29 -2.18 2.29  0.1003
H -2.68 -2.36 0.45  0.0945
N -1.69 3.50 -0.52  0.1376
C -1.27 3.32 -1.80  -0.6867
O -0.67 2.17 -2.06  -0.2520
C -1.46 4.25 -2.78  -0.1594
I -3.55 2.65 -4.10  -0.2199
H -1.71 2.70 0.09  0.0721
H -2.34 4.24 -0.34  0.1057
H -0.95 4.16 -3.72  0.0145
H -1.97 5.18 -2.56  0.0484

Results
Kohn-Sham gap (alpha / beta)	4.5434 / 4.5449	eV
LUMO energy (alpha / beta)	-0.5 / -0.5	eV
multiplicity	1
energy above the lowest of the compared OMol25 structures with the same formula, charge and spin	52.3	kcal/mol
max |F|	3.51	eV Å⁻¹
E	-3064.2591	Ha
M	714.45	g mol⁻¹

---

6.
Molecular formula: C19H32FI2N4O10P3S
Method: DFT, ωB97M-V with the def2-TZVPD basis set

Last column: Löwdin charge in e.
Atoms and positions in Å:
C 3.35 0.80 2.52  -0.0370
C 2.45 -0.44 2.60  -0.5389
O 2.44 -0.95 3.70  0.0612
N 1.56 -0.98 1.63  -0.1099
C 1.63 -2.44 1.60  -0.0233
C 1.13 -0.21 0.48  -0.3355
P 2.77 0.14 -0.55  0.4770
S 4.31 -0.94 -0.10  0.3097
C 0.61 1.15 1.09  -0.2372
P -0.14 1.16 2.80  0.8655
O -0.08 2.56 3.32  -0.4030
N -0.18 2.11 0.19  -0.0264
C 0.60 3.05 -0.66  -0.6653
I 1.47 2.79 -2.62  1.0531
C 0.85 4.26 -0.12  -0.7707
C 0.39 4.71 1.24  -0.1436
I 1.95 5.79 -1.10  0.9136
C -1.51 1.48 -0.30  -0.2042
C -2.60 2.15 0.61  -0.1422
C -4.04 1.69 0.60  -0.2352
N -4.92 2.58 0.42  0.1317
P -2.14 2.10 -1.96  0.5017
O -3.58 1.82 -2.10  -0.2199
O -1.94 3.70 -2.02  -0.1306
O -1.39 1.51 -3.24  -0.1651
C -1.44 -0.09 -0.19  -0.2677
F -2.24 -0.46 -1.27  0.0500
C -2.10 -0.77 1.00  -0.1087
O -1.12 -1.31 1.90  -0.2595
O -1.82 -2.05 2.88  0.0393
C 0.01 -0.74 -0.54  -0.2190
C -0.29 -2.19 -0.78  -0.0345
C 0.83 -3.23 -1.14  -0.3130
C 2.13 -2.76 -1.81  -0.0622
O 0.99 -3.56 -2.43  -0.0681
O 0.23 0.00 -1.77  -0.1410
C 0.30 -0.58 -2.94  -0.4049
N 0.19 -1.10 -3.96  0.2744
H 3.14 1.42 3.39  0.1017
H 3.29 1.43 1.65  0.0227
H 4.37 0.44 2.63  0.0910
H 2.03 -2.86 2.51  0.1111
H 2.31 -2.76 0.81  0.0602
H 0.65 -2.88 1.48  0.0760
H 2.59 0.04 -1.93  -0.0534
H 3.05 1.51 -0.32  -0.0362
H 1.51 1.74 1.25  0.0832
H -1.48 0.75 2.81  0.0364
H 0.48 0.27 3.69  0.0640
H -0.53 2.76 0.92  0.0949
H 0.62 3.95 2.00  0.0495
H -0.67 4.98 1.24  0.1049
H 0.92 5.60 1.57  0.0577
H -2.65 3.20 0.32  0.1128
H -2.27 2.20 1.65  0.0992
H -4.35 0.66 0.75  0.1214
H -5.85 2.15 0.46  0.0719
H -2.82 4.08 -1.83  0.1050
H -1.49 2.12 -3.98  0.1076
H -2.75 -0.16 1.62  0.0961
H -2.70 -1.61 0.63  0.1595
H -1.94 -2.93 2.49  0.1274
H -1.03 -2.41 -1.56  0.1581
H -0.71 -2.71 0.08  0.1153
H 0.95 -4.05 -0.44  0.1448
H 2.24 -2.13 -2.68  0.0956
H 2.93 -3.48 -1.64  0.1023
C 0.27 -6.43 -3.30  -0.5311
O -0.60 -7.41 -3.03  -0.4292
H 1.34 -6.74 -3.49  0.0305
H 0.06 -5.79 -4.20  0.0330
H 0.40 -5.66 -2.50  0.0051

Results
Kohn-Sham gap	1.3881	eV
LUMO energy	-2.2	eV
multiplicity	1
max |F|	3.21	eV Å⁻¹
E	-3831.5654	Ha
M	874.28	g mol⁻¹